Computed, not measured: C36H66AlN10O9 as an isolated structure at a distorted geometry, with wB97M-V/def2-TZVPD.

Values from the calculation:
- frontier orbital gap (eV) = 8.07

ORCA input file:
```
! wB97M-V def2-TZVPD RIJCOSX def2/J DEFGRID3
* xyz 1 1
C 0.60 -0.66 -2.37
C 4.14 3.50 0.72
H 4.71 -5.60 -2.54
C -3.51 -1.89 -0.06
H 5.29 -4.56 1.55
C 6.99 4.74 3.09
O -6.38 4.59 3.67
H -5.32 -4.23 -3.87
H 9.48 2.80 4.29
N -2.26 -1.90 0.28
H -4.31 -0.65 1.44
C 5.15 -4.29 0.51
C -1.78 -2.36 -3.98
C -2.11 -6.40 -3.35
H -1.58 -1.67 -4.68
H -4.37 4.30 5.79
C 6.15 4.69 4.22
H -1.59 -6.03 -4.27
Al -1.61 -3.26 -0.85
H -9.09 4.16 4.53
H 4.53 2.60 -3.57
H -2.86 -7.11 -3.69
H -3.32 -4.03 2.86
H 5.22 1.17 -2.94
C 7.69 3.38 5.36
H 3.97 4.52 0.47
C -0.19 -1.93 -2.19
H -5.94 6.46 1.30
H 0.03 -7.13 1.52
N -3.97 -4.89 -2.64
H -9.13 5.98 0.84
H -0.88 -0.59 0.23
H 8.84 4.03 2.29
N 4.66 2.53 -1.45
C 4.81 -4.93 -1.73
H 5.22 3.41 1.01
C -4.77 -5.13 -3.88
H 6.19 -3.31 -4.38
N -1.50 -2.29 -2.56
H -7.08 4.06 6.66
H 8.13 0.35 -4.43
C 8.12 3.98 3.09
O -8.41 7.90 2.65
H -8.52 5.84 4.31
C 6.33 -2.35 -4.84
C 5.42 -0.61 -6.25
H 4.51 -1.73 -1.59
C 4.74 -2.71 -1.22
H -4.85 8.30 2.70
H 1.06 -0.38 -1.45
C -2.72 -5.39 -2.41
O -3.75 -2.90 -0.83
H 3.57 3.18 1.60
C -8.26 6.56 0.56
C -0.97 -5.23 1.07
H -5.02 2.86 4.96
C 3.80 2.58 -0.47
C 7.27 -0.28 -4.73
H -5.27 -6.13 -3.86
H -5.13 2.88 6.82
C -1.55 -0.90 1.05
H 9.25 -1.35 -1.06
O -0.78 -4.09 0.54
H -1.01 -1.41 1.90
O -5.25 4.38 0.87
C -7.01 4.58 4.71
H -8.56 7.26 -0.16
H 4.64 -2.49 -6.19
O 8.69 -0.84 -1.61
H 5.30 -6.34 -0.22
H 8.62 -1.42 -2.35
C 4.40 1.91 -2.74
H 6.74 5.37 2.23
C -4.57 -1.02 0.45
H 1.37 -0.75 -3.20
C 5.46 -1.89 -5.88
C -0.09 -6.40 0.70
H 4.73 -0.14 -7.02
O 0.23 -2.78 -1.33
H -5.82 4.24 0.13
H -3.97 -5.09 -4.62
H -7.49 5.96 0.06
H 5.57 2.89 -1.25
H -1.26 -6.91 -2.90
C -5.12 3.49 5.87
H -1.24 -3.13 -4.52
C -7.75 7.20 1.91
H 4.73 -2.32 1.00
H -4.64 -0.17 -0.17
H 6.55 1.25 -6.00
N -1.95 -5.48 1.91
H 7.97 3.04 6.33
H -0.57 -6.94 -0.07
C -5.57 7.60 3.11
H -6.16 8.11 3.87
H -1.96 -6.47 2.15
H 5.32 5.35 4.37
H -4.08 -5.13 1.63
C 6.44 0.18 -5.73
H -2.87 -2.41 -4.09
C -8.44 4.94 4.90
N -6.44 4.16 5.89
O -2.02 -5.00 -1.39
H -5.73 4.09 1.78
N 4.67 -3.65 -2.13
C 4.86 -3.00 0.16
H -2.27 -0.09 1.36
H -0.02 0.23 -2.65
C 5.15 -5.28 -0.46
H -4.20 -4.10 -2.13
H -5.10 6.82 3.64
H 0.88 -6.08 0.31
O 2.70 2.02 -0.39
N 6.54 4.03 5.33
C -3.11 -4.64 1.90
H -5.55 -1.47 0.32
N -6.42 6.99 2.12
H -8.69 5.02 5.96
C 8.49 3.23 4.21
N 7.19 -1.54 -4.27
H 3.47 1.43 -2.65
H -2.89 -3.85 1.22
*
```

***

Computed, not measured: one molecule with the formula C4H7NO, with wB97M-V/def2-TZVPD.

Values from the calculation:
- relative energy (zero: lowest compared OMol25 entry of this formula, charge and spin) (eV) = 5.212
- frontier orbital gap (spin up / spin down) (eV) = 8.42 / 8.42

ORCA input file:
```
! wB97M-V def2-TZVPD RIJCOSX def2/J DEFGRID3
* xyz 0 1
H -1.32 0.02 1.17
C -0.42 0.89 -1.22
C 1.47 0.28 0.51
O 0.98 -0.73 -0.21
H -2.41 -0.63 -0.07
C -1.42 -0.74 0.38
H 1.00 0.50 1.47
C -0.34 -0.55 -0.69
H 1.31 2.00 -0.46
H 2.56 0.28 0.51
H -1.33 -1.73 0.82
H -0.47 -1.28 -1.49
N 0.39 1.68 -0.74
*
```

***

Computed, not measured: one molecule with the formula CH3N3O2S at a distorted geometry, with wB97M-V/def2-TZVPD.

Values from the calculation:
- relative energy (zero: lowest compared OMol25 entry of this formula, charge and spin) (eV) = 4.416
- frontier orbital gap (eV) = 10.28
- SMILES = [H]/N=C(/S)O/[N+]([O-])=N/[H]

ORCA input file:
```
! wB97M-V def2-TZVPD RIJCOSX def2/J DEFGRID3
* xyz 0 1
H -1.24 -0.10 -0.41
O 1.09 -0.18 0.83
O 1.03 0.90 2.72
N -0.41 1.58 1.16
C 0.57 -0.90 -0.35
H 1.12 -2.79 -1.75
S 1.73 -2.13 -0.73
H -0.73 2.17 1.88
N 0.55 0.90 1.62
N -0.56 -0.75 -0.79
*
```

***

Computed, not measured: a 2-piece molecular cluster, C14H25F6N4O3 overall at a distorted geometry, with wB97M-V/def2-TZVPD.

Values from the calculation:
- frontier orbital gap (eV) = 2.90

ORCA input file:
```
! wB97M-V def2-TZVPD RIJCOSX def2/J DEFGRID3
* xyz -1 1
H 1.68 -3.13 -0.12
N -1.65 -0.39 -1.01
H -5.32 -0.36 0.09
F 2.60 1.92 -2.95
H 3.04 -1.99 -0.72
C 1.95 -1.98 -0.29
H 1.80 1.74 1.55
F 3.57 0.57 -1.24
C -1.03 1.00 -0.75
H 0.54 3.01 -1.00
O -1.32 -2.77 -0.97
H 0.14 1.17 3.35
H -3.58 -1.23 1.70
C 3.59 -0.84 1.62
O -5.50 -1.18 2.52
O -4.21 -1.94 -0.70
C 2.04 -1.32 1.20
H -1.48 2.14 3.48
H 1.28 -0.46 1.42
N 1.01 2.27 -0.45
F 3.77 0.35 -4.53
C 0.80 -1.38 -1.28
C -0.71 -1.49 -0.58
H -1.83 -0.44 -2.06
C 1.27 2.65 0.99
C -0.70 1.71 2.70
C 1.02 0.20 -1.73
H 2.01 3.57 1.09
F 4.05 -1.45 -3.00
H 3.67 0.33 1.77
C -4.59 -1.67 1.66
H -4.36 -2.75 1.74
F 1.90 -1.10 -4.24
N -1.89 2.06 -0.64
C -5.11 -1.44 0.16
H -0.68 -1.46 0.59
F 1.71 -2.40 2.21
H -2.85 1.90 -0.22
H -1.66 3.04 -0.90
H 0.27 0.36 -2.65
H 3.98 -1.45 2.57
H -1.29 0.96 2.03
H -0.90 3.60 1.26
N 0.48 1.02 -0.60
H -2.27 -2.72 -0.59
H 0.74 -2.12 -2.21
H 4.37 -1.10 0.76
C -0.07 3.00 1.87
H 0.28 3.77 2.72
H -6.13 -1.86 0.13
C 3.05 -0.47 -3.48
C 2.51 0.56 -2.28
*
```

***

Computed, not measured: a 2-piece molecular cluster, C6H8 overall at a distorted geometry, with wB97M-V/def2-TZVPD.

Values from the calculation:
- relative energy (zero: lowest compared OMol25 entry of this formula, charge and spin) (eV) = 8.537
- frontier orbital gap (spin up / spin down) (eV) = 7.81 / 8.43

ORCA input file:
```
! wB97M-V def2-TZVPD RIJCOSX def2/J DEFGRID3
* xyz 0 1
H -0.51 0.85 1.87
C -0.42 -0.42 0.11
C 1.64 1.63 -0.59
H 1.41 2.62 -1.06
C -2.69 0.41 -0.53
H 1.98 0.87 -1.11
H 0.39 -2.30 0.16
H -0.67 -1.82 -1.37
H -1.18 -0.82 2.22
H 1.03 -1.18 -1.17
C -0.88 -0.08 1.45
C 0.17 -1.51 -0.59
H 1.39 1.44 0.43
C -1.67 0.30 0.18
*
```

***

Computed, not measured: a 2-piece molecular cluster, C4H8P2 overall at a distorted geometry, with wB97M-V/def2-TZVPD.

Values from the calculation:
- relative energy (zero: lowest compared OMol25 entry of this formula, charge and spin) (eV) = 3.025
- frontier orbital gap (eV) = 9.17

ORCA input file:
```
! wB97M-V def2-TZVPD RIJCOSX def2/J DEFGRID3
* xyz 0 1
H -0.69 -2.27 1.28
H 1.58 -0.16 1.32
H -0.03 1.50 -0.88
H -1.43 1.62 0.15
C 0.92 -1.01 0.81
C -0.35 1.09 0.16
H 1.62 -1.80 0.53
C -0.29 -0.38 0.26
H -0.32 -1.00 2.56
P -0.70 1.99 -3.48
P 0.31 0.50 -4.08
H -0.73 -0.84 -0.65
C -0.37 -1.20 1.48
H 0.48 1.96 0.55
*
```

***

no.,DFT total energy (eV)
1,-78325.7850
2,-7794.4325
3,-20481.1633
4,-43318.2209
5,-6342.2468
6,-22851.4232